[1]
{
  "formula": "C27H72F2N10O13S2",
  "method": "ωB97M-V with the def2-TZVPD basis set",
  "de_lowest_ev": 5.0849,
  "multiplicity": 1,
  "total_charge": 8,
  "gap_ev": 8.2,
  "symbols": ["N", "S", "O", "O", "F", "S", "O", "O", "F", "C", "C", "O", "N", "H", "H", "C", "H", "H", "H", "H", "H", "H", "C", "C", "O", "N", "H", "H", "C", "H", "H", "H", "H", "H", "H", "C", "C", "O", "N", "H", "H", "C", "H", "H", "H", "H", "H", "H", "C", "C", "O", "N", "H", "H", "C", "H", "H", "H", "H", "H", "H", "C", "C", "O", "N", "H", "H", "C", "H", "H", "H", "H", "H", "H", "C", "C", "O", "N", "H", "H", "C", "H", "H", "H", "H", "H", "H", "C", "C", "O", "N", "H", "H", "C", "H", "H", "H", "H", "H", "H", "C", "C", "O", "N", "H", "H", "C", "H", "H", "H", "H", "H", "H", "C", "C", "O", "N", "H", "H", "C", "H", "H", "H", "H", "H", "H"],
  "positions_angstrom": [[16.013, -23.030, 15.849], [16.347, -23.928, 14.587], [17.616, -23.647, 13.945], [15.251, -24.503, 13.824], [16.759, -25.187, 15.533], [15.507, -21.693, 14.869], [14.398, -21.783, 13.933], [16.494, -20.682, 14.546], [14.653, -21.015, 16.034], [18.823, -17.713, 15.442], [20.298, -17.804, 15.812], [20.764, -18.164, 16.853], [21.219, -17.233, 14.730], [22.059, -17.790, 14.581], [20.714, -17.247, 13.848], [21.626, -15.787, 15.093], [18.640, -16.705, 15.056], [18.147, -17.740, 16.292], [18.666, -18.404, 14.616], [22.562, -15.464, 14.638], [21.859, -15.775, 16.158], [20.781, -15.148, 14.852], [11.577, -24.927, 17.077], [12.744, -24.165, 16.668], [12.870, -23.738, 15.556], [13.789, -24.108, 17.734], [13.764, -24.955, 18.301], [14.727, -24.104, 17.336], [13.560, -22.967, 18.708], [11.939, -25.952, 17.212], [10.835, -25.003, 16.283], [10.948, -24.590, 17.904], [13.931, -23.306, 19.672], [12.522, -22.649, 18.799], [14.053, -22.076, 18.324], [12.898, -30.052, 14.355], [12.791, -28.572, 14.496], [13.232, -27.986, 15.458], [12.304, -27.840, 13.272], [11.427, -28.064, 12.793], [11.911, -26.985, 13.680], [13.386, -27.409, 12.261], [12.531, -30.703, 15.146], [13.916, -30.267, 14.018], [12.338, -30.307, 13.450], [12.800, -26.720, 11.658], [13.712, -28.341, 11.806], [14.216, -26.876, 12.719], [19.704, -25.850, 13.136], [21.215, -26.212, 13.166], [22.066, -25.584, 12.647], [21.547, -27.305, 14.185], [22.496, -27.232, 14.560], [21.036, -27.113, 15.044], [21.326, -28.639, 13.559], [19.128, -26.670, 12.711], [19.567, -24.987, 12.487], [19.449, -25.475, 14.128], [20.533, -28.835, 12.838], [20.985, -29.201, 14.429], [22.270, -28.973, 13.132], [22.158, -21.553, 13.345], [21.013, -20.604, 13.146], [20.463, -20.052, 14.056], [20.825, -20.180, 11.657], [20.972, -19.183, 11.496], [21.531, -20.722, 11.160], [19.425, -20.394, 11.106], [23.032, -20.960, 13.044], [22.128, -22.397, 12.655], [22.322, -21.754, 14.400], [19.480, -20.342, 10.020], [18.629, -19.747, 11.470], [19.100, -21.377, 11.450], [19.312, -20.521, 18.167], [17.831, -21.033, 18.149], [16.886, -20.419, 18.473], [17.753, -22.602, 18.014], [17.069, -22.830, 17.256], [18.575, -23.114, 17.705], [17.306, -23.192, 19.354], [19.371, -19.473, 18.447], [19.829, -20.818, 17.256], [19.759, -21.060, 19.008], [18.149, -23.021, 20.021], [16.925, -24.211, 19.327], [16.479, -22.579, 19.711], [14.819, -18.077, 16.863], [14.222, -17.410, 18.087], [13.316, -17.874, 18.703], [15.044, -16.339, 18.734], [15.634, -15.762, 18.129], [14.498, -15.520, 19.028], [16.058, -16.842, 19.772], [14.011, -18.737, 16.548], [15.499, -18.885, 17.156], [15.425, -17.487, 16.181], [15.513, -17.606, 20.320], [16.297, -15.949, 20.346], [16.830, -17.231, 19.114], [16.587, -28.038, 16.050], [18.019, -27.727, 16.358], [18.937, -27.940, 15.631], [18.352, -27.140, 17.756], [18.830, -26.252, 17.649], [17.437, -26.957, 18.162], [19.118, -28.216, 18.556], [16.125, -28.809, 16.675], [16.475, -28.422, 15.039], [15.912, -27.196, 16.201], [19.111, -27.801, 19.563], [20.135, -28.210, 18.172], [18.666, -29.206, 18.535], [8.589, -21.548, 10.553], [10.020, -21.490, 10.914], [10.717, -20.531, 10.917], [10.677, -22.839, 11.174], [9.943, -23.489, 11.453], [10.978, -23.229, 10.279], [11.817, -22.817, 12.220], [7.887, -21.806, 11.350], [8.317, -22.166, 9.695], [8.351, -20.507, 10.327], [11.429, -22.581, 13.209], [12.634, -22.168, 11.926], [12.149, -23.849, 12.336]],
  "mulliken_charge": [-0.008, 0.315, -0.465, -0.394, -0.129, 0.443, -0.426, -0.324, -0.293, -0.603, 0.405, -0.439, -0.095, 0.397, 0.352, -0.804, 0.490, -0.079, 0.313, 0.397, 0.366, 0.350, -1.393, 0.365, -0.196, 0.402, 0.545, -0.102, -0.703, 0.365, 0.347, 0.423, 0.406, 0.359, 0.194, -1.030, 0.396, -0.389, -0.107, 0.462, 0.290, -0.716, 0.379, 0.327, 0.392, 0.382, 0.373, 0.261, -0.571, 0.250, -0.379, 0.035, 0.438, 0.230, -0.838, 0.467, 0.342, -0.047, 0.312, 0.385, 0.397, -1.425, 0.489, -0.391, -0.067, 0.372, 0.420, -0.751, 0.471, 0.471, 0.357, 0.419, 0.326, 0.264, -1.367, 0.638, -0.458, 0.704, -0.169, 0.475, -0.822, 0.394, 0.308, 0.496, 0.473, 0.279, 0.314, -0.394, 0.274, -0.376, -0.146, 0.387, 0.415, -0.599, 0.275, -0.220, 0.521, 0.319, 0.414, 0.160, -0.904, 0.276, -0.366, -0.160, 0.317, 0.409, -0.780, 0.551, 0.425, 0.046, 0.427, 0.339, 0.363, -1.203, 0.608, -0.366, -0.100, 0.430, 0.392, -1.024, 0.397, 0.404, 0.345, 0.423, 0.466, 0.216]
}

[2]
{
  "formula": "C11H21ClGaN3O2P2",
  "method": "ωB97M-V with the def2-TZVPD basis set",
  "multiplicity": 1,
  "total_charge": 2,
  "gap_ev": [3.9, 3.9],
  "symbols": ["C", "C", "H", "H", "H", "O", "Cl", "Ga", "P", "C", "C", "H", "H", "H", "H", "H", "H", "C", "H", "H", "H", "P", "C", "C", "H", "H", "H", "C", "H", "H", "H", "H", "H", "H", "C", "O", "N", "C", "N", "C", "N"],
  "positions_angstrom": [[-1.674, 0.907, -2.759], [-1.490, -0.436, -2.140], [-1.607, 0.799, -3.846], [-0.897, 1.625, -2.436], [-2.654, 1.328, -2.502], [-1.325, -1.495, -2.749], [1.862, 1.666, 0.919], [0.427, 0.523, -0.266], [1.848, -0.344, -1.983], [1.800, -2.167, -2.011], [1.569, 0.204, -3.690], [2.391, -0.164, -4.320], [4.240, -0.324, -2.383], [1.556, 1.300, -3.714], [3.689, 1.170, -1.539], [0.843, -2.495, -2.437], [0.612, -0.185, -4.057], [3.579, 0.079, -1.600], [2.642, -2.541, -2.612], [3.847, -0.355, -0.626], [1.876, -2.531, -0.980], [-1.491, 1.851, 0.696], [-1.681, 1.069, 2.337], [-0.941, 3.558, 1.059], [-3.196, 2.670, -0.829], [-3.744, 2.672, 0.875], [-3.696, 1.135, -0.050], [-3.198, 2.100, 0.110], [-0.549, 4.006, 0.136], [-1.792, 4.155, 1.418], [-2.463, 1.606, 2.890], [-0.726, 1.131, 2.874], [-0.143, 3.554, 1.811], [-1.963, 0.014, 2.220], [-1.592, -0.498, -0.617], [-2.268, -1.223, 0.054], [0.693, -1.188, 0.799], [0.660, -1.867, 1.762], [0.731, -2.732, 2.689], [0.319, -2.582, 3.924], [-0.013, -2.560, 5.051]],
  "nbo_charge": [-0.724, 0.442, 0.306, 0.252, 0.284, -0.343, -0.405, 0.965, 1.036, -0.944, -0.958, 0.291, 0.284, 0.263, 0.277, 0.271, 0.256, -0.935, 0.286, 0.282, 0.280, 1.092, -0.957, -0.929, 0.265, 0.300, 0.261, -0.956, 0.271, 0.288, 0.294, 0.287, 0.295, 0.268, 0.507, -0.283, -0.785, 0.697, -0.499, 0.377, -0.259]
}

[3]
{
  "formula": "CH7NO2P",
  "method": "ωB97M-V with the def2-TZVPD basis set",
  "de_lowest_ev": 1.7157,
  "multiplicity": 1,
  "total_charge": 1,
  "gap_ev": 11.8,
  "symbols": ["C", "N", "O", "O", "P", "H", "H", "H", "H", "H", "H", "H"],
  "positions_angstrom": [[1.297, -0.298, 0.309], [1.657, 0.859, -0.020], [1.611, -1.342, -0.291], [-0.690, -0.043, -0.428], [-2.091, -0.023, 0.022], [0.733, -0.339, 1.245], [1.833, 1.155, -1.001], [-2.515, 1.159, 0.446], [1.480, 1.747, 0.471], [2.305, -1.268, -0.894], [-2.444, -1.092, 0.955], [-3.178, -0.515, -0.812]],
  "nbo_charge": [0.622, -0.730, -0.562, -1.126, 1.311, 0.218, 0.430, -0.050, 0.443, 0.515, -0.040, -0.031]
}

[4]
{
  "formula": "C49H119N5O13",
  "method": "ωB97M-V with the def2-TZVPD basis set",
  "de_lowest_ev": 0.0000,
  "multiplicity": 1,
  "gap_ev": 8.2,
  "symbols": ["C", "O", "H", "H", "H", "H", "C", "O", "H", "H", "H", "H", "C", "O", "H", "H", "H", "H", "C", "O", "H", "H", "H", "H", "O", "H", "H", "O", "H", "H", "O", "H", "H", "O", "H", "H", "C", "C", "C", "C", "C", "C", "N", "O", "C", "C", "C", "H", "H", "H", "H", "H", "H", "H", "H", "H", "H", "H", "H", "H", "H", "H", "H", "H", "H", "H", "C", "C", "C", "C", "C", "C", "N", "O", "C", "C", "C", "H", "H", "H", "H", "H", "H", "H", "H", "H", "H", "H", "H", "H", "H", "H", "H", "H", "H", "H", "C", "C", "C", "C", "C", "C", "N", "O", "C", "C", "C", "H", "H", "H", "H", "H", "H", "H", "H", "H", "H", "H", "H", "H", "H", "H", "H", "H", "H", "H", "C", "C", "C", "C", "C", "C", "N", "O", "C", "C", "C", "H", "H", "H", "H", "H", "H", "H", "H", "H", "H", "H", "H", "H", "H", "H", "H", "H", "H", "H", "C", "C", "C", "C", "C", "C", "N", "O", "C", "C", "C", "H", "H", "H", "H", "H", "H", "H", "H", "H", "H", "H", "H", "H", "H", "H", "H", "H", "H", "H"],
  "positions_angstrom": [[5.172, 0.479, -3.643], [4.425, -0.620, -3.125], [5.109, 1.387, -3.040], [6.231, 0.269, -3.789], [4.676, 0.798, -4.564], [4.817, -1.405, -3.517], [1.270, -2.803, 3.187], [-0.125, -2.626, 2.904], [1.441, -3.286, 4.152], [1.761, -3.395, 2.418], [1.750, -1.823, 3.249], [-0.402, -1.961, 3.541], [-3.685, 2.869, -4.496], [-2.459, 3.458, -4.046], [-4.130, 3.531, -5.239], [-3.354, 1.975, -5.028], [-4.386, 2.593, -3.709], [-2.575, 4.412, -4.023], [2.199, 0.294, -5.801], [0.825, -0.009, -5.861], [2.490, 0.643, -4.808], [2.737, -0.638, -5.996], [2.561, 0.944, -6.606], [0.349, 0.760, -5.496], [0.613, -3.703, -3.433], [0.482, -3.392, -2.526], [1.566, -3.690, -3.561], [-0.123, 2.389, -4.918], [-0.849, 2.910, -4.515], [0.502, 3.041, -5.250], [2.831, -4.276, -0.308], [2.124, -3.648, -0.509], [2.392, -4.980, 0.179], [-1.354, -7.110, -1.436], [-2.195, -6.642, -1.459], [-1.216, -7.404, -2.342], [2.544, 7.375, 0.475], [2.916, 6.462, -0.719], [3.984, 5.446, -0.299], [3.434, 4.289, 0.543], [2.244, 3.662, -0.204], [1.154, 4.670, -0.594], [1.760, 5.791, -1.315], [0.788, 6.732, -1.748], [0.188, 3.991, -1.583], [0.338, 5.002, 0.683], [3.613, 7.293, -1.803], [2.672, 6.904, 1.450], [1.497, 7.680, 0.417], [3.076, 8.327, 0.499], [4.487, 5.055, -1.186], [4.740, 6.003, 0.259], [3.207, 4.735, 1.513], [4.224, 3.553, 0.695], [1.869, 2.915, 0.500], [2.591, 3.059, -1.046], [-0.473, 3.260, -1.111], [-0.444, 4.686, -2.136], [0.733, 3.427, -2.346], [0.144, 4.084, 1.237], [0.838, 5.729, 1.318], [-0.646, 5.410, 0.441], [2.963, 8.044, -2.255], [4.081, 6.680, -2.573], [4.428, 7.852, -1.337], [1.064, 6.859, -2.661], [6.577, -3.798, 1.290], [6.309, -2.381, 0.766], [5.229, -1.799, 1.697], [4.917, -0.317, 1.425], [6.233, 0.445, 1.583], [7.494, -0.126, 0.833], [7.514, -1.572, 0.981], [8.702, -2.158, 0.535], [7.429, 0.310, -0.659], [8.682, 0.556, 1.550], [5.701, -2.422, -0.634], [7.259, -4.369, 0.651], [5.696, -4.440, 1.336], [7.073, -3.828, 2.261], [4.306, -2.378, 1.633], [5.620, -1.857, 2.716], [4.202, -0.003, 2.188], [4.472, -0.116, 0.449], [6.455, 0.505, 2.651], [6.139, 1.488, 1.267], [8.233, -0.164, -1.231], [6.515, -0.133, -1.048], [7.488, 1.381, -0.841], [9.632, 0.105, 1.266], [8.665, 1.642, 1.485], [8.562, 0.328, 2.612], [5.157, -1.535, -0.943], [5.013, -3.266, -0.754], [6.408, -2.701, -1.426], [8.714, -2.077, -0.433], [-3.324, -3.379, 4.050], [-4.080, -4.634, 3.617], [-4.840, -4.177, 2.328], [-5.372, -5.256, 1.449], [-4.273, -6.269, 1.123], [-3.494, -6.822, 2.365], [-3.190, -5.747, 3.327], [-2.596, -6.233, 4.502], [-4.386, -7.919, 3.035], [-2.196, -7.449, 1.852], [-5.154, -4.881, 4.748], [-3.975, -2.505, 3.981], [-2.535, -3.201, 3.316], [-2.896, -3.404, 5.052], [-5.537, -3.398, 2.643], [-4.158, -3.629, 1.666], [-5.866, -4.844, 0.566], [-6.200, -5.807, 1.916], [-3.470, -5.849, 0.515], [-4.775, -7.128, 0.681], [-5.277, -7.472, 3.479], [-4.848, -8.578, 2.295], [-3.834, -8.541, 3.738], [-2.457, -7.977, 0.931], [-1.388, -6.744, 1.679], [-1.860, -8.257, 2.505], [-4.683, -5.064, 5.714], [-5.730, -5.784, 4.534], [-5.817, -4.019, 4.766], [-3.306, -6.727, 4.945], [-2.639, -1.451, 0.223], [-1.919, -1.925, -1.054], [-2.354, -1.025, -2.211], [-1.657, 0.345, -2.246], [-0.161, 0.152, -2.228], [0.373, -0.707, -1.070], [-0.434, -1.915, -1.014], [0.090, -2.915, -0.142], [1.849, -0.918, -1.356], [0.280, 0.126, 0.242], [-2.383, -3.331, -1.484], [-2.271, -1.973, 1.112], [-3.678, -1.786, 0.171], [-2.603, -0.379, 0.404], [-2.048, -1.494, -3.150], [-3.444, -0.965, -2.205], [-1.975, 1.000, -1.424], [-2.033, 0.915, -3.100], [0.218, 1.176, -2.248], [0.149, -0.290, -3.180], [2.322, 0.056, -1.497], [2.488, -1.365, -0.593], [1.877, -1.437, -2.316], [0.462, 1.195, 0.115], [-0.707, 0.158, 0.716], [0.886, -0.326, 1.032], [-1.914, -3.558, -2.441], [-3.470, -3.408, -1.518], [-2.036, -4.113, -0.804], [-0.219, -2.598, 0.723], [-6.855, 1.771, 0.317], [-5.497, 2.354, 0.760], [-4.661, 2.442, -0.533], [-3.435, 3.393, -0.387], [-3.941, 4.755, 0.147], [-4.682, 4.673, 1.477], [-5.719, 3.652, 1.355], [-6.591, 3.581, 2.454], [-3.674, 4.455, 2.626], [-5.384, 6.041, 1.665], [-4.747, 1.355, 1.681], [-7.466, 1.749, 1.219], [-6.735, 0.743, -0.031], [-7.308, 2.297, -0.522], [-4.326, 1.530, -1.024], [-5.200, 3.040, -1.277], [-2.965, 3.603, -1.348], [-2.677, 2.936, 0.256], [-4.593, 5.197, -0.611], [-3.060, 5.399, 0.191], [-3.060, 3.562, 2.524], [-2.989, 5.296, 2.742], [-4.252, 4.423, 3.553], [-4.606, 6.798, 1.783], [-5.970, 6.292, 0.782], [-5.982, 6.047, 2.575], [-4.802, 0.306, 1.397], [-5.101, 1.411, 2.713], [-3.725, 1.734, 1.678], [-7.415, 3.978, 2.152]],
  "mulliken_charge": [-0.782, -0.138, 0.190, 0.356, 0.258, 0.159, -0.803, -0.341, 0.500, 0.119, 0.274, 0.237, -0.686, -0.377, 0.376, 0.265, 0.148, 0.228, -0.595, -0.551, 0.075, 0.309, 0.364, 0.409, -0.674, 0.264, 0.301, -0.581, 0.251, 0.306, -0.591, 0.284, 0.258, -0.578, 0.289, 0.291, -1.804, 1.883, -1.498, -0.817, -0.998, 2.537, 0.180, -0.468, -1.558, -1.835, -2.016, 0.323, 0.341, 0.434, 0.392, 0.431, 0.326, 0.289, -0.008, 0.436, -0.338, 0.600, 0.391, 0.387, 0.384, 0.265, 0.493, 0.383, 0.460, 0.381, -1.991, 2.035, -1.542, 0.439, -1.572, 1.712, 0.100, -0.495, -0.970, -2.091, -1.169, 0.405, 0.335, 0.452, 0.218, 0.454, 0.535, -0.410, 0.492, 0.250, 0.306, -0.041, 0.439, 0.380, 0.340, 0.510, -0.120, 0.367, 0.291, 0.370, -1.612, 1.568, -0.601, -1.050, -0.574, 1.631, 0.285, -0.479, -1.823, -1.636, -1.838, 0.335, 0.149, 0.419, 0.651, -0.304, 0.429, 0.417, -0.283, 0.575, 0.340, 0.409, 0.438, 0.362, 0.272, 0.361, 0.485, 0.322, 0.405, 0.366, -0.451, 1.668, -1.973, 1.716, -1.224, 3.546, 1.155, 0.062, -2.256, -0.435, -2.237, -0.297, 0.725, -0.476, 0.401, 0.419, -1.308, -0.053, -0.178, 0.238, 0.064, 0.022, 0.463, -0.807, -0.181, 0.113, 0.505, 0.501, 0.360, -0.041, -2.044, 2.101, -1.406, 1.072, -2.046, 1.781, 0.507, -0.518, -1.694, -1.970, -1.473, 0.536, 0.340, 0.378, 0.186, 0.499, -0.295, -0.071, 0.419, 0.393, 0.245, 0.393, 0.414, 0.382, 0.426, 0.458, 0.300, 0.359, 0.095, 0.353]
}